19
Properties=species:S:1:pos:R:3:forces:R:3 method="wB97M-V/def2-TZVPD" relative_energy_ev=1.900 e_tot_ev=-18156.119 smiles=NC[C@H](N)CCS homo_energy_ha=-0.32065
N 0.749 -0.107 -2.705 2.0 -0.1 0.7
C 1.207 -0.067 -1.226 -1.3 0.6 -2.4
C 0.150 -0.659 -0.306 0.0 -2.3 1.0
N -1.267 -0.551 -0.721 -0.2 -2.8 -0.3
C 0.263 -0.022 1.153 1.7 -2.0 0.9
C -0.901 0.794 1.673 -2.4 0.5 -0.4
S -0.715 1.506 3.342 0.0 -1.3 0.8
H 1.045 -1.043 -3.129 -0.3 2.1 0.5
H 1.225 0.741 -3.155 -0.7 -2.2 0.4
H 2.267 -0.284 -1.061 -0.3 -1.0 0.1
H 1.180 0.943 -0.978 0.0 2.3 0.1
H 0.469 -1.757 -0.306 -1.0 1.1 0.7
H -1.321 0.189 -1.350 -0.3 1.8 -1.3
H -1.667 -1.360 -1.310 1.4 1.4 1.4
H 1.294 0.503 1.204 -1.7 -0.7 0.3
H 0.219 -0.904 1.935 0.9 1.5 -1.5
H -1.737 0.035 1.965 1.1 1.7 -1.7
H -1.260 1.704 1.019 0.5 -2.1 1.0
H -1.200 0.338 3.957 0.7 1.4 -0.3

=====

19
Properties=species:S:1:pos:R:3:forces:R:3 method="wB97M-V/def2-TZVPD" relative_energy_ev=1.228 e_tot_ev=-18156.790 smiles="N/C=C/N.CCS" homo_energy_ha=-0.30221
N -1.642 2.936 1.451 -0.3 0.2 -0.2
C -2.140 1.771 0.812 0.1 -0.3 -0.1
C -1.381 0.873 0.190 0.3 0.3 0.2
N -1.765 -0.446 -0.187 -1.4 1.3 -0.9
H -1.598 2.806 2.456 -0.1 0.1 -0.1
H -0.718 3.156 1.119 0.3 0.1 0.0
H -3.217 1.664 0.804 -0.1 -0.2 0.4
H -0.340 1.115 0.020 0.2 -0.3 0.2
H -1.630 -0.594 -1.186 0.3 -0.2 0.1
H -2.774 -0.517 -0.066 0.1 -0.3 0.3
C 2.968 -1.622 -0.948 -0.4 -0.6 0.0
C 1.577 -1.097 -0.635 -0.1 0.1 0.4
S 0.582 -2.270 0.357 -0.4 0.5 0.2
H 2.914 -2.620 -1.384 0.0 0.1 -0.3
H 3.538 -1.758 -0.033 0.2 0.3 0.1
H 3.480 -0.956 -1.638 0.2 0.0 0.0
H 1.016 -0.851 -1.535 0.1 0.0 -0.2
H 1.688 -0.189 -0.046 -0.1 0.2 0.0
H -0.560 -1.400 0.446 1.2 -1.3 -0.1

=====

19
Properties=species:S:1:pos:R:3:forces:R:3 method="wB97M-V/def2-TZVPD" relative_energy_ev=2.976 e_tot_ev=-18155.043 smiles=CN[C@@H](CN)CS homo_energy_ha=-0.29581
C 2.334 -0.598 0.165 -0.7 1.8 3.0
N 1.467 0.192 -0.667 -2.9 -2.2 5.6
C 0.071 0.401 -0.339 0.3 0.8 -3.2
C -0.881 -0.960 -0.652 4.2 -0.3 -1.3
N -2.231 -0.688 -0.340 -2.1 -4.7 0.6
C -0.100 1.062 1.062 -2.4 -3.2 -0.5
S -1.408 2.358 0.819 0.7 0.2 0.8
H 1.758 -0.960 1.155 1.3 0.7 -2.2
H 3.131 0.187 0.507 -0.6 -2.2 -0.3
H 2.659 -1.454 -0.383 0.9 -0.7 0.1
H 1.885 0.418 -1.445 1.7 1.8 -5.2
H -0.132 1.291 -1.051 -0.5 -1.8 0.7
H -0.735 -1.453 -1.753 0.0 1.9 2.0
H -0.228 -1.779 -0.071 -2.2 1.4 -0.3
H -2.927 -1.385 -0.807 1.9 1.2 1.3
H -2.575 0.140 -0.669 -0.3 3.0 -1.0
H 0.877 1.317 1.425 0.1 0.9 0.3
H -0.510 0.208 1.717 0.5 1.6 -0.5
H -2.458 1.704 1.325 0.1 -0.2 0.1

=====

19
Properties=species:S:1:pos:R:3:forces:R:3 method="wB97M-V/def2-TZVPD" s_squared=0.75 relative_energy_ev=1.362 e_tot_ev=-8809.690 multiplicity=2 homo_energy_ha="-0.15571 / -0.31072"
C 0.997 -2.667 0.334 0.0 0.1 0.0
N 2.113 0.660 -0.917 -0.3 0.1 -0.3
C 1.220 -0.318 -0.476 0.3 -0.2 -0.3
N 1.716 -1.435 0.177 0.2 0.3 0.2
H 1.334 -3.446 -0.359 -0.1 -0.1 0.0
H -0.061 -2.485 0.160 0.0 0.0 -0.1
H 1.090 -3.040 1.355 0.0 -0.1 0.0
H 3.103 0.640 -0.783 0.0 -0.2 0.1
H 1.722 1.517 -1.254 0.1 0.1 0.1
H 0.175 -0.175 -0.655 -0.1 -0.1 0.2
H 2.675 -1.404 0.473 0.0 0.0 0.1
C -1.801 1.942 -0.655 0.2 -0.1 0.0
C -2.176 0.996 1.412 0.4 0.0 0.4
N -1.313 1.511 0.653 -0.6 0.3 -0.4
H -1.447 2.953 -0.852 0.0 0.0 0.0
H -2.892 1.922 -0.744 -0.1 0.0 0.0
H -1.383 1.292 -1.426 0.0 0.0 0.0
H -1.845 0.703 2.405 -0.1 -0.2 0.0
H -3.226 0.834 1.152 0.0 0.1 -0.1

=====

19
Properties=species:S:1:pos:R:3:forces:R:3 method="wB97M-V/def2-TZVPD" relative_energy_ev=5.480 e_tot_ev=-8802.254 homo_energy_ha=-0.49204 total_charge=+1
C -2.861 0.541 -0.282 -0.8 0.7 2.9
C 0.011 1.444 -0.400 -0.8 2.5 -2.4
C 0.794 -2.008 0.160 2.8 -2.0 -1.8
C 2.347 -0.176 0.116 3.5 0.3 3.2
N -2.528 1.157 0.776 1.3 0.3 -1.8
N 0.025 0.110 -0.116 -0.6 -1.6 -1.3
N 1.036 -0.586 -0.034 -3.4 -1.1 1.6
H -2.233 0.539 -1.102 1.3 0.1 -1.6
H -0.585 1.729 -1.397 1.2 -1.4 1.8
H -0.739 1.848 0.266 -0.2 0.4 0.8
H 0.914 1.998 -0.494 1.0 0.3 0.3
H -0.094 -2.433 0.504 -2.4 0.6 -0.3
H -3.738 -0.028 -0.402 -1.4 -0.7 0.0
H 1.192 -2.513 -0.773 -0.9 0.5 0.7
H 2.415 0.850 0.555 0.0 -0.8 -0.8
H 2.816 -0.890 0.936 -0.8 1.5 -1.8
H 2.895 -0.328 -0.783 0.6 0.2 -0.7
H 1.430 -2.464 0.891 1.1 0.6 0.7
H -3.099 1.210 1.579 -1.3 -0.5 0.6

=====

19
Properties=species:S:1:pos:R:3:forces:R:3 method="wB97M-V/def2-TZVPD" relative_energy_ev=1.597 e_tot_ev=-8806.138 homo_energy_ha=-0.49885 total_charge=+1
C 1.251 -2.084 -0.566 0.8 0.8 -0.2
N -0.448 -2.181 1.522 0.2 0.4 -0.6
C -0.318 -1.058 0.804 0.6 0.1 -0.3
N 0.550 -0.864 -0.148 -1.2 -0.5 0.5
H 1.828 -1.834 -1.454 0.0 -0.2 -0.1
H 0.565 -2.896 -0.804 -0.1 0.0 0.0
H 1.976 -2.416 0.186 -0.1 0.0 0.0
H 0.194 -2.939 1.359 -0.2 -0.1 0.3
H -1.023 -2.168 2.337 -0.2 -0.3 0.2
H -1.019 -0.267 1.032 0.1 0.2 0.3
C -0.407 2.271 0.073 -0.5 0.1 -0.9
C -1.620 2.602 -0.326 0.0 0.0 0.2
N 0.526 1.656 -0.873 0.2 -0.3 0.7
H -0.048 2.380 1.084 0.2 0.1 0.0
H -2.313 3.075 0.352 -0.1 -0.1 0.1
H -1.969 2.405 -1.332 0.1 0.1 -0.1
H 0.578 0.502 -0.616 0.3 -0.4 0.0
H 0.254 1.736 -1.845 -0.4 0.2 -0.1
H 1.442 2.080 -0.784 0.3 0.0 0.0

=====

19
Properties=species:S:1:pos:R:3:forces:R:3 method="wB97M-V/def2-TZVPD" relative_energy_ev=1.003 e_tot_ev=-8806.731 homo_energy_ha=-0.49898 total_charge=+1
N -2.052 1.506 -1.653 0.0 -0.2 -0.6
C -0.984 0.717 -1.796 0.3 0.5 0.4
N -0.259 0.324 -0.794 -1.0 -1.0 0.4
C -0.787 0.334 0.607 0.3 1.0 -0.5
C 0.118 -0.496 1.500 -0.7 -1.0 0.3
C 1.572 -0.453 1.084 1.0 0.6 0.4
N 1.860 -1.407 0.020 -0.5 -0.4 -0.3
H -2.313 2.089 -2.433 -0.3 -0.4 -0.2
H -2.752 1.394 -0.941 0.3 0.2 0.5
H -0.688 0.412 -2.793 0.3 0.5 -0.1
H 0.485 -0.370 -0.930 0.1 -0.2 -0.2
H -0.835 1.377 0.929 -0.1 0.0 0.0
H -1.792 -0.079 0.533 -0.1 0.1 0.4
H 0.057 -0.262 2.564 -0.3 0.6 -0.2
H -0.349 -1.485 1.458 0.8 -0.4 0.0
H 2.247 -0.584 1.939 -0.3 -0.1 0.0
H 1.787 0.574 0.764 0.1 -0.2 -0.2
H 2.711 -1.272 -0.501 0.3 0.5 0.1
H 1.974 -2.319 0.445 -0.3 -0.2 -0.2

=====

19
Properties=species:S:1:pos:R:3:forces:R:3 method="wB97M-V/def2-TZVPD" relative_energy_ev=1.812 e_tot_ev=-8805.922 smiles="C[C@@H](N)CNC=[NH2+]" homo_energy_ha=-0.48756 total_charge=+1
C -0.685 -2.314 0.316 -3.2 3.5 -1.9
C 0.068 -1.093 -0.102 2.7 -1.9 -0.5
N 0.489 -1.073 -1.557 -1.7 1.3 -0.2
C -0.667 0.132 0.426 1.5 2.3 -3.9
N 0.209 1.305 0.030 0.6 0.4 -2.3
C 0.455 2.409 0.648 -0.3 -0.8 2.3
N 1.129 3.480 0.226 -1.2 -1.9 -1.1
H -0.231 -3.149 0.048 2.1 -3.8 -1.6
H -1.671 -2.223 -0.195 0.4 -0.6 0.4
H -0.837 -2.376 1.324 -0.5 0.1 2.8
H 1.131 -1.268 0.292 -1.5 1.2 0.6
H 0.912 -1.925 -1.911 0.2 -0.1 0.8
H -0.281 -0.937 -2.223 0.0 0.1 0.5
H -1.623 0.443 -0.063 0.4 -1.2 0.3
H -0.759 0.208 1.444 -0.3 -0.4 2.6
H 0.603 1.237 -0.930 -0.5 -0.4 0.7
H 0.109 2.313 1.715 0.5 1.0 -0.9
H 1.351 3.594 -0.768 0.2 0.1 0.8
H 1.481 4.063 0.933 0.5 1.2 0.5

=====

19
Properties=species:S:1:pos:R:3:forces:R:3 method="wB97M-V/def2-TZVPD" relative_energy_ev=2.976 e_tot_ev=-8804.758 homo_energy_ha=-0.51225 total_charge=+1
C 1.053 -1.948 -1.528 0.2 0.3 0.2
C -1.128 -0.254 0.416 0.4 0.1 -1.2
C -0.170 0.762 0.862 -1.1 2.1 1.8
C 1.125 0.306 1.487 0.7 -1.7 0.7
N 0.140 -1.137 -1.174 0.9 1.0 -1.5
N -0.042 1.857 -0.090 0.5 -0.5 -2.0
N -2.140 0.099 -0.313 0.4 2.5 0.4
H 1.231 -2.215 -2.580 0.2 0.2 0.4
H 1.733 -2.298 -0.751 -0.3 -0.8 -0.1
H -1.074 -1.215 0.847 -0.3 -0.9 0.5
H -0.919 1.194 1.630 1.3 -0.3 -0.1
H 1.158 0.073 2.591 -1.0 -0.7 -1.2
H 1.806 1.135 1.617 0.4 0.4 -1.1
H 1.527 -0.553 0.831 -0.1 1.5 1.4
H -0.155 -0.582 -2.009 -0.7 -1.0 0.6
H 0.619 2.580 0.185 -0.4 -0.1 0.6
H -2.933 -0.432 -0.534 -1.0 -1.3 -0.1
H 0.402 1.516 -0.974 -0.6 0.1 0.9
H -2.234 1.114 -0.512 0.4 -0.9 -0.1

=====

19
Properties=species:S:1:pos:R:3:forces:R:3 method="wB97M-V/def2-TZVPD" s_squared=2.01 relative_energy_ev=2.887 e_tot_ev=-8799.740 multiplicity=3 homo_energy_ha="-0.38891 / -0.49891" total_charge=+1
C -0.391 -1.696 -0.623 2.4 0.7 -2.2
C 0.024 3.171 -0.421 3.2 -3.3 -3.0
C 0.988 -2.005 1.405 0.6 -4.6 0.2
C -0.901 2.043 -0.325 -1.6 6.0 0.3
N -1.062 -0.374 -0.307 -0.7 -1.1 0.1
N 0.905 -1.718 0.020 0.3 0.9 -1.5
N -0.452 0.817 -0.345 5.9 -8.8 -0.5
H -0.888 -2.576 -0.267 -1.7 0.2 0.3
H -0.409 -1.723 -1.836 0.6 -0.1 2.8
H -0.212 3.854 0.263 -0.9 2.9 3.0
H 1.126 2.760 -0.168 -2.2 1.4 -1.1
H -0.153 3.704 -1.420 1.0 -0.7 0.9
H 0.232 -1.528 1.858 -2.2 2.2 2.4
H 0.811 -3.162 1.751 0.4 2.3 -1.2
H 1.989 -1.772 1.690 0.4 0.5 0.8
H 1.692 -2.213 -0.338 -0.1 -0.1 -1.8
H -1.875 2.377 -0.284 -2.4 -0.6 0.1
H -2.054 -0.539 -0.243 -0.6 1.2 0.1
H 0.628 0.579 -0.411 -2.6 0.9 0.3

=====

20
Properties=species:S:1:pos:R:3:forces:R:3 method="wB97M-V/def2-TZVPD" relative_energy_ev=4.594 e_tot_ev=-19637.431 homo_energy_ha=-0.43554 total_charge=+1
C 1.717 -0.198 1.091 -0.9 -1.9 -1.1
C -1.012 -2.870 -1.365 3.7 1.6 -0.2
C 0.942 3.488 1.180 0.7 -2.9 4.8
C -2.124 -0.843 -1.018 0.0 -1.2 -0.9
N 0.639 0.005 0.149 -0.8 1.2 0.7
N -1.041 -1.405 -1.258 0.8 -3.0 0.3
N -0.105 1.008 0.225 -0.6 -2.6 -1.9
S -0.480 2.397 0.890 -0.2 1.8 0.3
H 1.814 -1.328 1.077 0.4 1.5 0.6
H 1.465 0.237 2.024 -0.1 0.2 1.1
H 2.532 0.268 0.651 2.2 0.6 -0.4
H -0.176 -3.229 -0.724 -1.0 -0.1 -0.4
H -1.952 -3.202 -1.189 -2.6 -1.5 1.0
H -0.772 -3.044 -2.392 0.3 -0.5 -0.7
H 0.701 4.453 0.936 -0.9 2.3 -0.6
H 1.729 3.141 0.589 1.3 -0.4 -1.0
H 1.271 3.412 2.323 -0.6 0.4 -2.5
H -2.054 0.152 -1.102 -0.7 3.8 0.5
H -2.991 -1.449 -0.956 -0.9 -0.1 0.2
H -0.103 -0.991 -1.132 -0.1 1.1 0.1

=====

20
Properties=species:S:1:pos:R:3:forces:R:3 method="wB97M-V/def2-TZVPD" relative_energy_ev=5.370 e_tot_ev=-10297.901 homo_energy_ha=-0.31096
C 1.317 1.419 -0.597 0.1 0.1 3.3
C 2.309 -0.803 0.363 3.9 -0.4 -1.3
C 0.056 -0.601 -0.025 -1.3 -2.2 -1.2
C -2.424 -0.592 -0.296 1.3 -0.8 3.6
H 2.004 1.679 -1.329 1.9 -1.1 -1.7
H 0.407 1.703 -0.989 -2.0 0.1 -0.9
H 1.511 2.197 0.139 0.0 0.1 0.5
H 3.408 -0.153 0.199 -3.2 -1.8 1.2
H 2.112 -1.287 1.410 0.9 0.9 -2.1
H 2.505 -1.755 -0.487 -1.1 2.8 2.4
H -0.900 -2.358 -0.099 2.8 1.4 0.3
H -2.555 -1.541 -0.954 1.1 1.1 1.8
H -2.628 -0.631 1.071 -0.3 -0.9 -4.4
H -3.139 -0.007 -0.773 -1.4 1.7 -0.1
H -1.211 2.146 0.234 -0.7 -2.2 2.3
H -1.804 0.983 1.537 -0.6 0.4 -0.2
N 1.204 0.127 0.119 0.7 -0.9 -1.4
N 0.116 -1.916 -0.043 -2.9 0.7 0.1
N -1.135 0.172 -0.283 0.0 -0.2 1.7
N -1.152 1.216 0.804 0.8 1.1 -3.9